Density functional theory data (ωB97M-V/def2-TZVPD) for a structure of composition C22H37N4OPdSi at a distorted geometry.

Electronic energy ... -1571.12866 Eh
LUMO (alpha / beta) ... -13.01 / -13.06 eV
Frontier orbital gap (alpha / beta) ... 0.141 / 0.138 Eh
Spin multiplicity ... 1
Total charge ... +3
HOMO (alpha / beta) ... -16.8518 / -16.8057 eV

Geometry as XYZ:
```
66
Properties=species:S:1:pos:R:3:forces:R:3
Pd -0.055 0.222 0.117 -0.05 -0.18 -0.08
N -1.783 1.701 -0.145 -0.09 -0.05 -0.04
C -2.812 1.018 -0.956 0.04 0.10 0.08
C -3.074 -0.390 -0.423 0.08 -0.21 0.02
N -1.842 -1.140 -0.082 -0.41 -0.27 -0.11
C -1.374 -2.042 -1.152 -0.13 0.13 0.15
C -0.930 -1.225 -2.345 0.04 -0.06 -0.09
N 0.085 -0.196 -1.931 0.04 0.04 0.22
C -1.907 -1.775 1.248 0.02 0.13 -0.14
C -1.767 -0.714 2.320 -0.03 -0.06 0.14
N -0.487 0.050 2.152 0.14 0.07 -0.25
H -1.493 2.559 -0.603 0.02 0.04 -0.01
H -2.176 1.987 0.746 -0.03 0.06 0.01
H -3.754 1.567 -0.959 -0.02 0.00 0.00
H -2.457 1.000 -1.983 -0.01 0.03 -0.02
H -3.689 -0.320 0.474 -0.02 0.00 0.00
H -3.662 -0.953 -1.153 -0.04 0.02 0.00
H -0.530 -2.609 -0.755 0.01 -0.04 0.00
H -2.145 -2.762 -1.452 -0.01 0.04 -0.04
H -0.528 -1.885 -3.114 0.09 0.07 -0.03
H -1.772 -0.707 -2.796 0.00 0.00 -0.02
H 1.025 -0.580 -1.988 -0.02 0.02 -0.06
H 0.053 0.595 -2.567 0.04 0.05 -0.02
H -2.830 -2.345 1.390 -0.02 0.05 0.03
H -1.078 -2.481 1.318 0.00 -0.05 0.02
H -2.583 0.005 2.270 -0.01 0.00 -0.02
H -1.819 -1.178 3.305 0.08 0.08 0.06
H -0.562 0.945 2.627 0.07 0.03 0.09
H 0.280 -0.447 2.599 0.03 0.01 0.04
C 3.507 -2.843 -1.405 -0.67 0.25 1.04
C 4.442 -1.745 -0.977 2.41 -1.41 -3.63
C 5.784 -2.206 -0.494 -0.44 0.34 0.92
C 4.480 -0.533 -1.877 -0.32 0.47 1.05
Si 3.358 -0.923 0.797 -1.20 2.58 3.29
O 2.007 -0.374 0.225 0.44 -0.54 -0.40
C 3.294 -2.370 1.903 0.04 -0.61 -0.22
C 4.398 -2.992 2.510 0.20 -0.12 -0.10
C 4.227 -4.069 3.364 0.10 0.16 0.05
C 2.951 -4.559 3.620 0.08 0.02 -0.01
C 1.846 -3.974 3.014 -0.18 0.22 -0.07
C 2.017 -2.896 2.160 -0.17 -0.28 -0.12
C 4.525 0.441 1.419 0.59 -0.40 0.52
C 5.255 0.335 2.633 1.18 0.54 0.82
C 6.074 1.410 3.168 -1.52 -2.38 -0.26
C 6.166 2.601 2.509 -0.56 0.21 -1.04
C 5.453 2.737 1.308 -1.34 -1.57 -0.84
C 4.632 1.653 0.783 1.45 2.75 -0.16
H 3.900 -3.230 -2.355 0.23 0.17 -0.05
H 2.492 -2.488 -1.586 0.08 -0.04 -0.09
H 3.479 -3.668 -0.695 0.05 -0.01 -0.07
H 6.335 -2.520 -1.393 -0.15 0.03 -0.25
H 5.728 -3.071 0.161 0.01 -0.03 -0.09
H 6.377 -1.413 -0.034 -0.04 -0.03 -0.10
H 4.795 -0.897 -2.865 0.00 -0.32 0.01
H 5.219 0.202 -1.562 -0.05 -0.04 0.02
H 3.508 -0.055 -2.002 0.05 -0.05 -0.07
H 5.409 -2.651 2.313 -0.04 0.02 0.00
H 5.087 -4.537 3.824 0.00 0.04 0.01
H 2.821 -5.404 4.282 0.00 -0.04 -0.03
H 0.858 -4.371 3.206 0.00 0.05 0.01
H 1.160 -2.455 1.662 -0.03 -0.05 0.00
H 5.202 -0.583 3.207 0.12 0.13 0.02
H 6.607 1.247 4.097 -0.10 -0.12 -0.02
H 6.763 3.417 2.891 0.09 -0.02 -0.06
H 5.512 3.666 0.754 -0.15 -0.09 0.01
H 4.095 1.840 -0.141 0.03 0.12 -0.02
```
Positions in Å, forces in eV/Å.